Below is 10 unconnected molecules or ions with the total composition C80H174N10O10 in a non-equilibrium geometry, with properties calculated with ωB97M-V/def2-TZVPD.

Geometry (Å):
C1 27.54696 -18.39867 -2.26801
C2 26.22139 -18.96345 -1.83057
C3 26.32638 -19.50866 -0.44414
C4 24.94375 -19.89907 0.05578
C5 24.16528 -18.58596 0.20846
C6 23.92128 -17.99542 -1.23183
N1 25.21135 -17.83837 -1.86125
O1 25.05586 -17.24621 -3.13746
C7 22.82320 -18.87975 -1.96292
C8 23.21822 -16.63861 -1.08695
C9 25.79467 -20.08980 -2.76135
H1 28.35977 -19.13018 -2.29467
H2 27.84810 -17.62357 -1.58219
H3 27.50972 -17.98891 -3.25826
H4 26.92843 -20.41936 -0.32537
H5 26.64339 -18.71472 0.19818
H6 24.98651 -20.39067 1.01106
H7 24.44270 -20.46358 -0.69593
H8 24.67127 -17.91032 0.90097
H9 23.17814 -18.87514 0.57459
H10 21.87295 -18.28615 -1.99727
H11 23.19756 -19.20909 -2.92641
H12 22.65327 -19.76794 -1.39608
H13 23.89600 -15.87023 -0.64704
H14 22.98047 -16.21781 -2.05307
H15 22.28012 -16.66581 -0.57927
H16 26.55103 -20.91160 -2.68179
H17 25.82285 -19.70484 -3.80069
H18 24.76515 -20.54048 -2.57322
H19 24.69748 -17.91259 -3.73718
C10 20.08058 -16.24780 -2.53604
C11 18.62629 -15.85777 -2.95016
C12 18.10522 -14.83195 -1.94885
C13 18.70233 -13.39244 -2.03949
C14 18.60018 -12.97871 -3.53316
C15 19.16702 -13.96221 -4.53927
N2 18.59272 -15.25436 -4.28017
O2 19.11913 -16.16969 -5.25617
C16 18.66913 -13.48708 -5.89340
C17 20.70406 -13.88116 -4.46574
C18 17.70362 -17.11389 -2.86770
H20 20.47106 -17.00678 -3.24157
H21 19.90172 -16.81334 -1.60155
H22 20.72776 -15.43311 -2.37851
H23 17.00319 -14.79167 -1.96326
H24 18.42013 -15.10802 -0.96538
H25 19.75449 -13.42270 -1.74203
H26 18.23227 -12.60756 -1.46234
H27 19.07659 -11.97691 -3.63729
H28 17.52585 -12.95703 -3.72020
H29 18.97983 -14.25467 -6.57127
H30 17.60203 -13.29528 -5.95126
H31 19.16159 -12.52641 -6.15240
H32 21.11192 -13.89913 -3.47487
H33 21.26390 -14.60065 -5.09215
H34 20.95675 -12.84622 -4.81063
H35 18.09867 -18.03316 -3.33251
H36 16.73662 -16.79097 -3.33997
H37 17.40364 -17.22220 -1.78708
H38 20.05576 -16.31379 -5.01578
C19 19.05154 -23.84619 -1.31988
C20 19.20639 -23.06098 0.00728
C21 20.67917 -22.70035 0.24210
C22 20.89579 -21.63139 1.30781
C23 20.16548 -20.44734 0.89210
C24 18.67015 -20.65218 0.84103
N3 18.42265 -21.79609 -0.10706
O3 17.04486 -22.04068 -0.17907
C25 17.97951 -20.75003 2.18154
C26 18.06549 -19.43014 0.11585
C27 18.67292 -24.07535 1.01007
H39 20.00271 -24.05963 -1.77950
H40 18.51832 -23.26885 -2.07786
H41 18.37982 -24.71525 -1.28358
H42 21.16464 -23.60519 0.52132
H43 21.07890 -22.36616 -0.71283
H44 21.95066 -21.44865 1.40452
H45 20.48271 -21.96527 2.27711
H46 20.53518 -20.22318 -0.12478
H47 20.31721 -19.60304 1.53740
H48 18.23808 -21.71155 2.70881
H49 18.25522 -19.89126 2.80288
H50 16.88827 -20.70151 1.93983
H51 17.11223 -19.71360 -0.24401
H52 18.00472 -18.59811 0.80350
H53 18.71239 -19.08492 -0.69658
H54 18.89129 -23.88110 2.05328
H55 19.01473 -25.08642 0.66051
H56 17.59996 -24.11887 0.97050
H57 16.82418 -21.78134 -1.07412
C28 25.84115 -27.18521 -1.99252
C29 24.58682 -27.04242 -2.86077
C30 23.34510 -27.32716 -1.96478
C31 22.78767 -26.10924 -1.17608
C32 22.68332 -24.95580 -2.12623
C33 24.04046 -24.60495 -2.82678
N4 24.44629 -25.79293 -3.59522
O4 25.74928 -25.42450 -4.11891
C34 23.80235 -23.39590 -3.73611
C35 24.96347 -24.12028 -1.71620
C36 24.66536 -28.20142 -3.85527
H58 26.00737 -28.22297 -1.71582
H59 25.85457 -26.54751 -1.11249
H60 26.70092 -26.99745 -2.67118
H61 22.63674 -27.86268 -2.62739
H62 23.68998 -28.04397 -1.22510
H63 23.47261 -25.99793 -0.28097
H64 21.79010 -26.25830 -0.70710
H65 22.22725 -24.04070 -1.66669
H66 21.95526 -25.25468 -2.92758
H67 23.41270 -22.55841 -3.12125
H68 24.73082 -23.08779 -4.26353
H69 23.04582 -23.66713 -4.49956
H70 25.09579 -24.79332 -0.93930
H71 25.91511 -23.85271 -2.19143
H72 24.47365 -23.17007 -1.41340
H73 23.82433 -28.20314 -4.53545
H74 24.55152 -29.18591 -3.35055
H75 25.55340 -28.17121 -4.53409
H76 25.45743 -25.13049 -4.99230
C37 20.48260 -25.86166 -9.37354
C38 19.97811 -26.74824 -8.26196
C39 21.04812 -27.72623 -7.91368
C40 22.16724 -27.17646 -6.94919
C41 21.62112 -26.43339 -5.73718
C42 20.62587 -25.39902 -6.19375
N5 19.54600 -26.04563 -7.03857
O5 18.55047 -25.02101 -7.37507
C43 19.91809 -24.91093 -4.85061
C44 21.34030 -24.22708 -6.80012
C45 18.71931 -27.52916 -8.68987
H77 20.43860 -26.36779 -10.34856
H78 21.49970 -25.47455 -9.21197
H79 19.90670 -24.91953 -9.44954
H80 20.59231 -28.58919 -7.40803
H81 21.50897 -28.10253 -8.83997
H82 22.87805 -26.50051 -7.48669
H83 22.80138 -28.07382 -6.72995
H84 22.53748 -26.06392 -5.21979
H85 21.06600 -27.19496 -5.16239
H86 19.32850 -25.75814 -4.46183
H87 20.76240 -24.64880 -4.23166
H88 19.22535 -24.07630 -5.02478
H89 22.14940 -24.47875 -7.48171
H90 20.66723 -23.57397 -7.40933
H91 21.74140 -23.62344 -5.97908
H92 19.06671 -28.29620 -9.40945
H93 17.90125 -26.95190 -9.06075
H94 18.50669 -28.13211 -7.77325
H95 17.81299 -25.43378 -6.92327
C46 25.14382 -16.60257 -6.34210
C47 23.86132 -17.26297 -6.87971
C48 23.63963 -17.12738 -8.44145
C49 24.48189 -17.98811 -9.30269
C50 24.46265 -19.47085 -8.91715
C51 24.70106 -19.72516 -7.43323
N6 23.79932 -18.74980 -6.70073
O6 23.63558 -19.13783 -5.30587
C52 24.18265 -21.10743 -7.07257
C53 26.19195 -19.62036 -7.14897
C54 22.61152 -16.57358 -6.27389
H96 25.58430 -17.24407 -5.54360
H97 25.00351 -15.61497 -5.91609
H98 25.92372 -16.51275 -7.12430
H99 22.55869 -17.44419 -8.59163
H100 23.69183 -16.05745 -8.76621
H101 25.51284 -17.66647 -9.22561
H102 24.23325 -17.85139 -10.35149
H103 25.29029 -19.89679 -9.48436
H104 23.54316 -20.02180 -9.19644
H105 23.07179 -21.09570 -7.12223
H106 24.50568 -21.84641 -7.84767
H107 24.50306 -21.60969 -6.12851
H108 26.44436 -18.62218 -7.48713
H109 26.39705 -19.70124 -6.07119
H110 26.71717 -20.38383 -7.69675
H111 22.72617 -15.50703 -6.54849
H112 22.60383 -16.63720 -5.17476
H113 21.66160 -16.94629 -6.73681
H114 22.73616 -19.53206 -5.33422
C55 14.23000 -18.04844 -5.90600
C56 13.28116 -19.15008 -6.40140
C57 14.22427 -20.14484 -7.09480
C58 13.45965 -21.43246 -7.53870
C59 12.66140 -22.02380 -6.32866
C60 11.91760 -21.01616 -5.36820
N7 12.73957 -19.83160 -5.18628
O7 11.97549 -18.90391 -4.42128
C61 10.48710 -20.72306 -5.92247
C62 11.76785 -21.72891 -4.01641
C63 12.34100 -18.54728 -7.44570
H115 14.89786 -17.86044 -6.76865
H116 14.92580 -18.41799 -5.12224
H117 13.94616 -17.06982 -5.52942
H118 14.64225 -19.67059 -8.00937
H119 15.04869 -20.30052 -6.40518
H120 14.20218 -22.15943 -7.90049
H121 12.78843 -21.21478 -8.36716
H122 13.33040 -22.57402 -5.66793
H123 12.02053 -22.77263 -6.80436
H124 10.13022 -21.61889 -6.40689
H125 9.72658 -20.37047 -5.16018
H126 10.41438 -19.95846 -6.69473
H127 11.15353 -22.60638 -4.19618
H128 12.79606 -22.00496 -3.67540
H129 11.18142 -21.06917 -3.35006
H130 12.89490 -17.86031 -8.11971
H131 11.49975 -18.08683 -6.98124
H132 11.93109 -19.33103 -8.12618
H133 11.34534 -18.48782 -5.02318
C64 17.33037 -19.83995 -11.45715
C65 17.83447 -20.21375 -10.03269
C66 19.10532 -21.06698 -10.12894
C67 20.33132 -20.34356 -10.58048
C68 20.62402 -19.07146 -9.75685
C69 19.39745 -18.21271 -9.74144
N8 18.23650 -19.03809 -9.23213
O8 17.09714 -18.13424 -9.22954
C70 19.59548 -17.14232 -8.64834
C71 19.24427 -17.55309 -11.09530
C72 16.75597 -21.01748 -9.26338
H134 16.55437 -19.04484 -11.43522
H135 16.83177 -20.71342 -11.92362
H136 18.16862 -19.54837 -12.15064
H137 19.31110 -21.54823 -9.13110
H138 18.87827 -21.92452 -10.78457
H139 20.19521 -20.02966 -11.62594
H140 21.19347 -21.01655 -10.55900
H141 21.45269 -18.48049 -10.21231
H142 21.00306 -19.34569 -8.72436
H143 18.80715 -16.38752 -8.58868
H144 19.71973 -17.68395 -7.70590
H145 20.56238 -16.67772 -8.92186
H146 18.23244 -17.15720 -11.30585
H147 19.92930 -16.68830 -10.96631
H148 19.64034 -18.03706 -11.95278
H149 16.92210 -22.06226 -9.48000
H150 15.74174 -20.69332 -9.44877
H151 16.95383 -21.00407 -8.18647
H152 16.76368 -18.17203 -8.32645
C73 15.94294 -24.15826 -4.63841
C74 15.70009 -23.52165 -3.29873
C75 15.85955 -22.01464 -3.45211
O9 15.42116 -21.39368 -2.28401
C76 15.35165 -19.97049 -2.47407
N9 14.44324 -24.01005 -2.77424
H153 15.05127 -23.96434 -5.23256
H154 15.95785 -25.23362 -4.36327
H155 16.87846 -23.81859 -5.10396
H156 16.40449 -23.82991 -2.50563
H157 15.20895 -21.59355 -4.21844
H158 16.91014 -21.78873 -3.66853
H159 14.52795 -19.85867 -3.17763
H160 16.27938 -19.52948 -2.91476
H161 15.09322 -19.59264 -1.48109
H162 13.68666 -24.07250 -3.45449
H163 14.18130 -23.55553 -1.92311
C77 18.35331 -21.16927 -6.06639
C78 18.56751 -19.87640 -5.30475
C79 20.03349 -19.42819 -5.25988
O10 20.90067 -20.45588 -4.89593
C80 20.53289 -20.97598 -3.60879
N10 17.81926 -18.76326 -5.94644
H164 18.94241 -21.95103 -5.59054
H165 18.84085 -21.09561 -7.05024
H166 17.33816 -21.47661 -6.10682
H167 18.23986 -20.00373 -4.27253
H168 20.10505 -18.61604 -4.53395
H169 20.33412 -19.19888 -6.28105
H170 19.87693 -21.84276 -3.69475
H171 20.10913 -20.16111 -3.01049
H172 21.41733 -21.34850 -3.06054
H173 17.96351 -17.94829 -5.33799
H174 18.22698 -18.52902 -6.84466

Results
frontier orbital gap	8.8	eV
LUMO energy	0.5	eV
HOMO level	-8.2302	eV